The following is a quantum chemistry calculation of a structure of composition C8H4LaN2O5 in a non-equilibrium geometry, from the Open Molecules 2025 dataset.

- Frontier orbital gap: 7.2430 eV
- Net charge: +3
- 2S+1: 1
- Energy relative to the best compared isomer or geometry (same formula, charge and spin): 108.9 kcal per mole

```
20
Properties=species:S:1:pos:R:3:forces:R:3
O -0.001 0.004 -4.829 0.00 0.00 8.89
C -0.001 0.004 -3.629 0.00 -0.01 -10.70
La -0.003 0.011 -0.926 -0.10 0.24 -2.95
O 2.102 -2.684 -1.505 -1.50 1.95 -0.30
C 1.409 -1.794 -1.586 3.98 -5.10 -1.00
C -1.414 1.805 -1.586 -3.66 4.70 -1.04
O -2.106 2.690 -1.510 1.16 -1.51 -0.26
C -1.801 -1.404 -1.586 -5.10 -4.03 -0.99
O -2.687 -2.103 -1.506 1.91 1.52 -0.30
C 1.801 1.414 -1.587 4.76 3.73 -1.00
O 2.685 2.109 -1.509 -1.58 -1.25 -0.27
N -0.057 -1.092 1.814 0.08 0.85 1.80
C -0.051 -0.737 3.113 0.08 0.82 -0.50
C 0.037 0.670 3.148 0.01 0.09 -0.19
C 0.081 1.141 1.834 -0.13 -2.08 2.28
N 0.031 0.030 1.065 0.03 -0.32 5.67
H -0.122 -2.024 1.414 0.04 0.06 0.26
H -0.102 -1.459 3.911 -0.03 -0.07 0.11
H 0.070 1.277 4.022 -0.02 0.20 0.53
H 0.130 2.142 1.439 0.06 0.20 -0.05
```
Forces are in eV/Å.


The following is a quantum chemistry calculation of a cluster of 2 separate species, C8H4N9O6 in total in a non-equilibrium geometry, from the Open Molecules 2025 dataset.

- Frontier orbital gap: 6.0511 eV
- Net charge: -1
- 2S+1: 1
- Energy relative to the best compared isomer or geometry (same formula, charge and spin): 8.9 kcal per mole

```
27
Properties=species:S:1:pos:R:3:forces:R:3
O -2.904 -3.015 3.179 -0.36 1.57 -1.69
N -3.260 -2.253 2.267 -1.76 -1.05 0.26
O -4.410 -2.262 1.761 2.02 0.03 0.88
C -2.325 -1.283 1.715 0.56 0.52 -0.21
C -2.678 -0.455 0.659 0.13 -0.32 0.54
C -1.755 0.502 0.163 0.53 -0.39 0.59
N -2.173 1.485 -0.813 -0.33 1.93 -1.32
O -3.354 1.483 -1.222 1.94 -0.41 0.83
O -1.328 2.332 -1.176 -1.51 -1.72 0.79
C -0.457 0.612 0.672 -0.10 0.77 0.21
N -0.139 -0.256 1.682 -0.24 -0.87 0.59
N 1.051 -0.322 2.357 -0.50 -0.51 0.95
N 0.868 -1.170 3.339 -0.52 1.23 -1.53
N -0.387 -1.671 3.361 -0.20 0.22 -1.28
C -1.013 -1.150 2.292 0.60 0.07 0.44
H -3.692 -0.491 0.261 0.35 -0.04 0.04
H 0.195 1.473 0.524 -0.56 -0.54 0.11
N 1.350 0.426 -0.917 0.95 -0.43 -0.17
C 1.684 -0.717 -1.595 1.18 1.02 -1.04
N 2.699 -0.562 -2.474 -0.82 -0.09 0.72
C 3.061 0.747 -2.323 -1.30 -0.99 0.95
N 4.081 1.338 -3.113 0.45 0.44 -0.15
O 4.339 2.538 -2.882 -0.04 -1.20 -0.44
O 4.641 0.651 -3.971 -0.35 0.92 0.74
C 2.263 1.350 -1.333 0.44 -0.64 -0.96
H 1.197 -1.683 -1.442 0.03 0.45 -0.06
H 2.444 2.351 -0.973 -0.61 0.04 0.20
```
Forces are in eV/Å.


The following is a quantum chemistry calculation of a cluster of 24 separate species, C8H56ClI2NO24P in total in a non-equilibrium geometry, from the Open Molecules 2025 dataset.

- Frontier orbital gap: 7.1860 eV
- Net charge: +1
- 2S+1: 1

```
93
Properties=species:S:1:pos:R:3:forces:R:3
C 2.650 1.545 -0.877 -0.39 -0.46 -0.25
C 3.117 0.420 -1.815 0.53 -0.61 1.22
I 5.216 0.039 -1.337 0.15 0.54 -0.88
C 2.347 -0.936 -1.664 0.64 1.32 -0.08
I 2.981 -1.936 0.153 -0.56 -0.49 -0.07
C 0.859 -0.785 -1.633 -0.11 -0.54 0.14
C 0.022 -1.833 -1.260 0.08 -0.31 -0.03
C -1.341 -1.700 -1.268 -0.41 0.33 -0.15
C -1.909 -0.482 -1.649 0.28 0.23 -0.02
C -1.067 0.548 -1.986 0.49 0.63 0.07
P -1.851 2.163 -2.436 -1.89 0.34 -0.28
O -2.295 2.713 -0.959 1.00 -0.64 -0.77
Cl -0.335 3.444 -3.062 0.35 -0.57 0.31
N 0.276 0.366 -1.984 -0.05 -0.17 -0.15
H 3.476 1.995 -0.338 0.04 0.26 -0.03
H 2.143 2.305 -1.471 0.22 0.30 0.12
H 1.924 1.190 -0.148 0.08 -0.15 0.22
H 3.148 0.788 -2.834 -0.02 -0.36 -0.20
H 2.627 -1.579 -2.496 0.10 -0.41 0.12
H 0.443 -2.778 -0.959 0.22 -0.08 -0.04
H -1.969 -2.528 -0.980 -0.04 -0.14 0.02
H -2.973 -0.322 -1.691 -0.14 -0.10 0.07
H -1.819 2.209 -0.271 -0.54 0.20 0.75
H 0.866 1.146 -2.270 -0.02 0.02 0.06
O -1.972 0.887 1.189 0.08 0.19 -0.57
H -2.398 0.402 1.921 -0.01 0.08 0.20
H -1.406 0.226 0.777 0.06 -0.27 0.44
O 2.216 -4.911 -1.968 -0.04 0.09 0.00
H 2.018 -5.667 -1.403 -0.08 0.00 -0.02
H 2.619 -4.263 -1.378 -0.04 -0.06 0.10
O -3.068 5.685 -0.900 0.01 -0.01 -0.06
H -3.452 5.121 -0.220 -0.06 0.11 0.06
H -2.465 5.103 -1.370 0.07 0.03 0.03
O 0.381 -4.075 1.612 -0.17 0.28 0.20
H 0.924 -3.296 1.441 -0.05 0.05 0.17
H -0.389 -3.960 1.035 0.26 -0.42 -0.10
O 5.471 2.940 0.662 -0.03 0.21 -0.10
H 5.608 3.890 0.723 0.01 -0.01 0.02
H 6.300 2.550 0.976 -0.10 -0.15 0.13
O 7.103 0.912 1.906 -0.05 -0.17 -0.08
H 7.633 0.576 2.636 0.07 0.11 0.00
H 6.303 0.375 1.921 -0.07 0.11 0.03
O -1.163 1.979 3.660 -0.24 0.24 0.17
H -1.134 2.899 3.949 0.25 -0.04 0.13
H -0.869 2.001 2.740 -0.09 -0.02 -0.04
O -5.694 3.962 -1.250 0.04 -0.09 0.00
H -5.628 4.719 -1.843 -0.01 0.06 0.07
H -4.795 3.625 -1.201 0.00 -0.04 -0.04
O -0.336 -1.197 2.176 0.36 -0.03 -0.06
H -0.547 -1.950 2.742 -0.07 -0.04 -0.07
H 0.015 -0.538 2.789 -0.12 0.05 0.03
O -4.454 2.393 3.841 0.22 0.28 0.15
H -4.653 2.991 3.113 -0.07 -0.03 0.00
H -3.489 2.342 3.857 0.02 -0.23 -0.26
O -2.964 -0.380 3.759 0.13 -0.08 0.07
H -3.229 -1.155 4.271 -0.16 -0.15 -0.19
H -2.638 0.249 4.412 0.10 0.08 -0.10
O -1.738 -5.908 3.631 -0.02 0.03 -0.11
H -1.346 -5.288 3.006 0.13 0.02 0.03
H -0.982 -6.376 3.998 -0.02 -0.01 0.04
O 1.022 3.051 1.455 -0.02 -0.17 -0.12
H 0.648 3.539 0.713 0.06 0.11 0.05
H 1.975 3.158 1.342 0.01 0.17 0.05
O -3.777 -1.193 -3.771 0.02 0.00 -0.12
H -4.003 -2.008 -4.232 -0.01 -0.01 0.03
H -4.340 -0.527 -4.181 0.03 0.02 -0.01
O 2.390 4.546 -1.729 0.03 0.07 -0.22
H 2.959 5.314 -1.851 -0.01 0.03 0.09
H 1.617 4.717 -2.279 0.06 0.15 0.12
O 3.402 2.275 -4.179 -0.19 0.26 -0.15
H 3.324 3.195 -3.900 0.07 -0.05 0.12
H 3.570 2.318 -5.126 0.03 -0.08 0.00
O -1.023 -5.126 -0.474 -0.49 0.52 -0.27
H -0.685 -5.150 -1.375 0.19 -0.18 0.03
H -1.390 -6.007 -0.346 0.16 -0.10 0.08
O -4.857 -2.772 4.274 0.05 0.20 -0.14
H -5.091 -3.563 3.779 0.08 -0.08 0.09
H -5.398 -2.076 3.884 -0.05 0.01 0.07
O -3.347 4.624 5.906 0.23 -0.02 -0.14
H -3.617 3.852 5.395 -0.32 -0.03 0.06
H -3.852 5.351 5.530 -0.03 0.01 0.06
O -1.260 0.432 -5.527 0.07 -0.10 0.16
H -1.455 -0.351 -4.999 -0.15 -0.01 -0.07
H -0.943 1.083 -4.895 0.04 0.11 -0.15
O -0.044 -7.568 -1.421 -0.04 -0.20 -0.06
H -0.591 -8.191 -1.913 0.05 0.02 -0.06
H 0.627 -8.122 -1.009 -0.02 0.01 0.06
O 4.501 -3.034 -3.068 -0.26 0.24 0.08
H 4.417 -3.881 -2.618 0.05 -0.06 -0.08
H 4.878 -2.413 -2.428 0.20 -0.22 -0.09
O 2.958 0.610 2.627 -0.02 -0.07 -0.01
H 2.771 -0.180 2.107 0.02 0.06 0.06
H 2.296 1.242 2.332 -0.12 0.12 0.10
```
Forces are in eV/Å.


The following is a quantum chemistry calculation of a structure of composition C8H5AsMgN4OS5 in a non-equilibrium geometry, from the Open Molecules 2025 dataset.

- Frontier orbital gap: 5.7618 eV
- Net charge: -2
- 2S+1: 1
- Energy relative to the best compared isomer or geometry (same formula, charge and spin): 12.2 kcal per mole

```
25
Properties=species:S:1:pos:R:3:forces:R:3
Mg -0.122 -0.115 -0.394 0.72 1.19 0.41
S 1.672 2.458 -3.581 -0.13 -0.17 -0.31
As 1.322 2.279 -1.514 0.34 0.44 -0.34
S -0.845 2.068 -1.041 -0.23 -0.27 0.03
S 2.171 0.429 -0.666 -0.05 -0.37 -0.02
S 2.168 3.932 -0.477 -0.12 0.23 0.70
S 0.092 0.010 2.604 0.02 -0.15 -0.23
C -0.631 1.524 2.468 0.00 0.00 0.32
N 0.098 2.632 2.164 -0.22 0.00 -0.08
C -0.412 3.879 2.123 -0.07 0.00 -0.17
C -1.717 4.108 2.435 0.00 0.11 0.05
C -2.537 3.000 2.717 0.05 -0.10 -0.05
C -2.012 1.741 2.718 -0.05 0.13 -0.02
H 1.034 2.492 1.782 0.15 0.06 -0.07
H 0.264 4.646 1.780 0.17 -0.01 -0.09
H -2.118 5.110 2.405 0.05 0.01 -0.04
H -3.593 3.150 2.906 0.00 -0.03 0.01
H -2.617 0.863 2.887 0.00 0.01 0.07
O -1.098 -1.671 -0.182 -0.70 -0.71 -0.43
N -0.965 -2.836 0.313 0.22 -0.13 0.22
C -1.197 -3.834 -0.493 -0.10 -0.33 0.03
C -1.616 -3.734 -1.857 -0.11 0.40 -0.18
N -1.994 -3.654 -2.940 0.04 -0.10 0.02
C -1.065 -5.152 0.039 0.05 -0.23 0.17
N -0.969 -6.233 0.424 -0.02 0.00 0.01
```
Forces are in eV/Å.


The following is a quantum chemistry calculation of a structure of composition C8H5N2O5Sn in a non-equilibrium geometry, from the Open Molecules 2025 dataset.

- Frontier orbital gap (alpha / beta): 6.1635 / 6.1600 eV
- Net charge: +3
- 2S+1: 1
- Energy relative to the best compared isomer or geometry (same formula, charge and spin): 0.0 kcal per mole

```
21
Properties=species:S:1:pos:R:3:forces:R:3
O 0.493 0.383 -4.142 -1.17 -2.12 5.59
C 0.252 -0.010 -3.073 2.77 2.32 -7.49
Sn -0.423 -0.832 -0.978 1.80 0.01 0.84
O -2.278 1.413 -2.913 1.59 -2.17 2.62
C -1.775 0.728 -2.152 -3.02 2.57 -2.10
C -1.972 -1.150 0.543 -5.18 0.33 6.83
O -2.491 -1.115 1.580 2.65 -0.41 -5.07
C 1.369 -2.115 0.458 2.03 -3.46 0.43
O 1.363 -2.811 1.393 -0.81 3.06 -2.85
C -1.362 -2.947 -2.050 -2.06 -1.85 -0.87
O -2.040 -3.835 -2.185 1.25 1.24 0.20
H 1.924 -1.914 -0.511 0.42 -0.25 2.01
N 0.493 0.440 1.878 -0.26 -0.69 0.29
C 0.907 1.530 2.540 -0.22 0.15 0.13
C 1.052 2.539 1.603 0.23 -0.09 -0.73
C 0.737 1.958 0.364 -0.09 0.51 0.91
N 0.368 0.665 0.534 0.00 0.83 -0.17
H 0.243 -0.449 2.303 0.06 0.37 -0.03
H 1.026 1.530 3.633 0.02 -0.05 -0.67
H 1.386 3.551 1.785 -0.07 -0.11 -0.04
H 0.726 2.442 -0.609 0.06 -0.18 0.18
```
Forces are in eV/Å.


The following is a quantum chemistry calculation of the molecule C8H6 in a non-equilibrium geometry, from the Open Molecules 2025 dataset.

- Frontier orbital gap: 7.5689 eV
- SMILES string: C#CC1=CC=CC1=C
- 2S+1: 1
- Energy relative to the best compared isomer or geometry (same formula, charge and spin): 25.4 kcal per mole

```
14
Properties=species:S:1:pos:R:3:forces:R:3
C 0.402 1.854 0.122 -0.24 -0.82 -0.89
C -0.353 0.701 0.031 3.41 1.49 -1.83
C -1.739 0.449 -0.121 -3.95 0.27 0.11
C -1.944 -0.940 -0.036 0.64 2.00 0.53
C -0.618 -1.602 0.172 -0.90 1.53 -1.91
C 0.260 -0.615 -0.147 0.65 -1.66 2.65
C 1.642 -0.758 -0.035 -0.08 0.39 -0.61
C 2.813 -0.556 -0.112 4.69 0.01 0.91
H 1.599 1.995 -0.101 -3.51 -0.70 0.99
H -0.284 2.693 0.294 1.00 0.35 -0.07
H -2.502 1.361 -0.381 1.75 -2.80 0.90
H -2.876 -1.468 -0.093 -0.31 0.04 -0.07
H -0.350 -2.640 0.331 -0.37 0.12 -0.06
H 3.950 -0.474 0.078 -2.78 -0.21 -0.67
```
Forces are in eV/Å.


The following is a quantum chemistry calculation of a structure of composition C8H6Br3F5NiO3Te in a non-equilibrium geometry, from the Open Molecules 2025 dataset.

- Frontier orbital gap (alpha / beta): 8.0150 / 7.3456 eV
- 2S+1: 3
- <S²>: 2.005

```
27
Properties=species:S:1:pos:R:3:forces:R:3
Ni -0.587 -0.935 0.801 0.45 -0.41 0.41
Br -1.138 0.424 2.970 -0.03 -0.04 0.05
C -2.135 -1.051 3.741 0.00 -0.05 -0.04
Br -1.511 -2.722 3.040 -0.05 -0.10 0.11
H -3.173 -0.916 3.465 0.00 0.01 0.00
H -1.974 -1.033 4.811 0.00 0.03 -0.01
F -1.342 0.832 -0.152 0.05 -0.38 0.05
Te -2.884 -0.169 -0.777 -0.52 0.73 -0.50
F -4.424 -0.923 -1.426 -0.07 -0.14 -0.10
F -1.989 -0.262 -2.389 -0.02 -0.22 -0.27
F -3.703 0.313 0.813 -0.19 -0.06 0.25
F -3.495 1.456 -1.389 0.00 0.04 -0.01
O -2.166 -1.682 -0.091 0.39 0.49 0.15
Br 1.972 2.814 -3.866 0.01 -0.01 0.00
C 2.094 1.619 -2.404 0.00 0.02 -0.03
C 2.969 1.900 -1.366 0.02 -0.02 0.04
C 3.045 1.032 -0.288 0.01 0.03 -0.03
C 2.237 -0.096 -0.238 -0.06 -0.02 -0.02
C 1.390 -0.375 -1.306 -0.02 -0.08 -0.03
C 1.312 0.477 -2.398 -0.01 0.01 0.00
C 2.280 -0.988 0.975 -0.09 -0.02 -0.09
O 3.321 -1.292 1.502 0.10 0.04 0.07
O 1.099 -1.377 1.411 0.07 0.10 -0.06
H 3.586 2.787 -1.404 -0.01 0.01 0.01
H 3.731 1.221 0.527 0.00 0.01 0.00
H 0.830 -1.309 -1.334 -0.05 0.04 0.04
H 0.655 0.257 -3.227 0.01 -0.01 0.01
```
Forces are in eV/Å.


The following is a quantum chemistry calculation of the ion C8H6Cl2PS with charge -1 in a non-equilibrium geometry, from the Open Molecules 2025 dataset.

- Frontier orbital gap: 7.0443 eV
- Net charge: -1
- 2S+1: 1

```
18
Properties=species:S:1:pos:R:3:forces:R:3
C -1.013 -1.992 -1.220 1.13 0.49 0.09
C -1.467 -2.413 0.007 -0.90 -0.79 0.08
C -0.216 -0.818 -1.223 -0.13 0.69 -1.38
C -1.246 -1.666 1.159 -0.41 -0.78 1.83
C -0.088 -0.041 -0.081 0.46 0.90 -0.35
C -0.590 -0.462 1.141 0.73 -0.28 -0.48
C 1.689 1.459 -0.860 1.80 3.12 0.40
C 0.686 1.252 -0.015 0.89 -2.38 -2.10
P 0.130 2.351 1.242 -1.71 0.88 0.68
S 0.010 0.389 2.523 -0.05 -0.23 0.93
Cl 0.172 4.031 -0.311 -0.11 1.10 -0.45
Cl 1.841 3.037 2.123 0.75 0.07 0.43
H -1.230 -2.725 -2.008 0.52 0.99 -0.28
H -2.015 -3.374 -0.081 0.29 0.67 0.97
H 0.318 -0.352 -2.095 -0.88 -1.01 0.50
H -1.410 -1.973 2.209 -0.59 -0.53 -0.90
H 2.325 2.432 -0.883 -1.51 -1.49 0.59
H 2.104 0.863 -1.627 -0.29 -1.41 -0.56
```
Forces are in eV/Å.


The following is a quantum chemistry calculation of a cluster of 2 separate species, C8H6Cl3NO2 in total in a non-equilibrium geometry, from the Open Molecules 2025 dataset.

- Frontier orbital gap: 9.3966 eV
- SMILES string: O=[N+]([O-])C(=C(Cl)Cl)c1ccccc1.Cl
- 2S+1: 1
- Energy relative to the best compared isomer or geometry (same formula, charge and spin): 48.7 kcal per mole

```
20
Properties=species:S:1:pos:R:3:forces:R:3
C 1.903 -0.245 -0.365 0.18 -1.11 0.27
C 1.249 0.959 -0.438 0.42 1.95 -1.40
C 1.140 -1.334 0.016 0.86 -2.11 -0.55
C -0.088 1.013 -0.201 -3.70 0.42 1.83
C -0.242 -1.357 0.220 -1.21 -1.54 1.81
C -0.903 -0.140 0.237 1.72 2.18 -0.78
C -2.320 0.304 0.387 -0.02 0.81 -1.83
C -3.041 1.097 1.174 -1.64 0.13 -2.54
N -2.952 0.307 -0.988 0.53 -1.00 -0.43
O -3.074 1.309 -1.645 0.60 -1.23 -0.26
O -3.281 -0.846 -1.308 -0.10 0.96 -0.16
Cl -3.081 1.094 2.779 0.52 0.32 2.81
Cl -4.436 2.021 0.418 0.63 -0.46 1.75
Cl -4.572 -1.802 1.496 1.33 0.27 -2.22
H 2.964 -0.417 -0.607 -0.65 0.42 0.22
H 1.706 1.891 -0.839 -0.05 -0.87 0.60
H 1.671 -2.314 0.050 -0.54 0.79 0.08
H -0.716 1.991 -0.183 1.64 -1.57 -0.38
H -0.754 -2.363 0.563 1.01 2.24 -0.93
H -3.838 -1.547 0.289 -1.52 -0.59 2.09
```
Forces are in eV/Å.


The following is a quantum chemistry calculation of a structure of composition C8H6ClN2O3 in a non-equilibrium geometry, from the Open Molecules 2025 dataset.

- Frontier orbital gap: 6.3670 eV
- Net charge: -1
- 2S+1: 1
- Energy relative to the best compared isomer or geometry (same formula, charge and spin): 26.7 kcal per mole

```
20
Properties=species:S:1:pos:R:3:forces:R:3
C -2.443 -1.915 1.027 -1.75 -0.54 0.87
C -0.297 0.846 -1.060 -0.67 -1.34 0.73
C -0.373 -0.554 -1.528 1.52 1.93 0.58
C -0.607 1.202 0.230 -0.41 0.34 -1.10
C -4.251 1.497 0.134 -0.79 0.93 2.56
C -0.659 0.295 1.338 -1.41 -3.35 -3.34
C -1.345 -1.326 0.435 1.96 3.53 0.88
C 1.604 -0.456 1.114 -2.35 0.11 -1.72
N -3.391 -2.246 1.625 0.79 0.04 -0.43
N -0.976 -1.448 -0.793 -0.54 -1.58 -0.69
O -4.161 1.069 -0.917 0.47 -0.73 -1.93
O -4.452 1.935 1.199 0.36 -0.25 -0.61
O 0.472 -0.136 1.883 2.11 -0.12 2.24
Cl -1.178 2.871 0.629 0.15 -0.08 -0.33
H -0.274 1.592 -1.816 0.37 0.68 -0.47
H 0.269 -0.860 -2.374 -1.00 0.11 0.17
H -1.350 0.405 2.101 -1.33 0.81 1.30
H 2.260 -0.851 1.819 1.30 -1.20 0.68
H 2.039 0.397 0.646 0.44 1.08 -0.23
H 1.248 -1.067 0.252 0.78 -0.37 0.80
```
Forces are in eV/Å.